The following is a DFT calculation (the ωB97M-V functional and the def2-TZVPD basis) of a molecular structure, C23H32InN6O5S4 at a distorted geometry.

The calculation puts the LUMO energy at 0.08859 Eh. The frontier orbital gap comes out at 7.4785 eV. Its spin multiplicity is 1. Its net charge is -1. The molecular weight comes out at 715.6 g mol⁻¹. As for the HOMO energy: -5.068 eV. As for the energy relative to the best compared isomer or geometry (same formula, charge and spin): 75.2 kJ/mol. The calculated total energy is -3383.48987 a.u.

Last column: Mulliken charge in e.
Atoms and positions in Å:
1 In -1.00841 0.03231 -0.45538  1.35
2 C -1.66065 -2.36491 1.83133  -1.08
3 C -1.18917 -1.02821 2.46474  -0.62
4 N -1.84676 0.09838 1.84439  0.55
5 C -3.25579 0.23270 2.16114  -1.05
6 C -4.04461 0.73369 0.94167  -0.99
7 N -3.61618 0.09440 -0.28406  0.14
8 C -4.19153 -1.19762 -0.57147  -1.11
9 C -3.60820 -2.30708 0.32165  -0.84
10 N -2.17397 -2.17952 0.48649  0.18
11 H -0.80814 -3.04760 1.79414  0.49
12 H -2.42533 -2.82402 2.47347  0.38
13 H -1.37112 -1.06003 3.55053  0.64
14 H -0.12130 -0.89963 2.27955  0.05
15 H -1.36262 0.96595 2.08073  0.04
16 H -3.65145 -0.72182 2.50918  0.32
17 H -3.40210 0.96196 2.96617  0.64
18 H -5.11879 0.57925 1.11684  0.25
19 H -3.86194 1.80381 0.84061  0.32
20 H -3.79033 0.72539 -1.05734  0.40
21 H -5.28776 -1.19424 -0.44607  0.44
22 H -3.96235 -1.43523 -1.61225  0.34
23 H -4.10544 -2.27509 1.29512  0.37
24 H -3.87222 -3.27018 -0.13509  0.46
25 H -1.68190 -2.80938 -0.14629  0.32
26 O -0.30865 -3.65890 -1.07350  -0.79
27 C 0.22351 -2.57979 -1.34801  0.07
28 O 0.45299 -1.66502 -0.49380  -0.41
29 C 0.54649 -2.32856 -2.79634  0.30
30 C 1.55937 -3.01168 -3.45148  -0.37
31 C 1.69539 -2.93287 -4.82656  -0.66
32 C 0.78967 -2.18493 -5.56243  -0.45
33 C -0.20163 -1.47105 -4.92045  -0.99
34 C -0.31226 -1.50553 -3.53077  0.97
35 S -1.61110 -0.55591 -2.83426  -0.47
36 H 2.23723 -3.62307 -2.87205  0.45
37 H 2.49142 -3.46747 -5.32537  0.37
38 H 0.85402 -2.16074 -6.64234  0.36
39 H -0.92582 -0.89100 -5.47570  0.44
40 C 5.94691 -1.39157 3.27737  -1.48
41 C 4.95799 -0.75153 2.34762  1.14
42 C 3.92069 -1.49189 1.79446  -1.14
43 C 2.96877 -0.89423 0.98410  -0.69
44 C 3.05010 0.45558 0.71075  -0.49
45 C 4.09284 1.20119 1.23130  -0.40
46 C 5.04318 0.60273 2.03946  -0.76
47 S 1.65554 1.34648 0.01515  1.69
48 O 1.32613 0.97730 -1.35798  -0.72
49 O 2.04157 2.74173 0.14304  -0.76
50 O 0.54102 0.99396 0.92180  -0.67
51 H 5.67983 -2.42801 3.46751  0.35
52 H 5.98264 -0.86506 4.23022  0.33
53 H 6.94723 -1.36669 2.84895  0.32
54 H 3.83156 -2.54348 2.02750  0.33
55 H 2.14807 -1.45865 0.57583  0.80
56 H 4.12884 2.25871 1.01990  0.52
57 H 5.83574 1.20232 2.46714  0.38
58 C 1.30127 4.62586 -1.91885  -0.87
59 N 0.22406 3.66854 -1.83451  0.07
60 C -0.51671 3.50147 -0.73754  0.14
61 N -0.37223 4.24191 0.34371  -0.16
62 S -1.88613 2.50437 -0.88699  -0.48
63 H 1.63036 4.67961 -2.95445  0.36
64 H 2.14044 4.33435 -1.28187  0.28
65 H 0.91131 5.59640 -1.60621  0.31
66 H 0.24954 2.86935 -2.45667  0.25
67 H 0.54067 4.63205 0.52538  0.32
68 H -0.93300 3.96773 1.18995  -0.16
69 S -1.78074 3.29573 2.90071  -0.61
70 C -3.29667 3.78729 2.54593  0.73
71 N -4.38336 4.12972 2.33052  -0.72

Atomic forces in eV per Å
In -1.07 -0.39 0.18
C 0.05 0.07 0.33
C 0.16 -0.46 0.17
N 0.71 0.53 -0.34
C -0.52 0.22 -0.20
C 0.00 0.11 0.43
N 0.13 0.29 -0.55
C -0.14 -0.52 -0.08
C -0.43 0.18 -0.20
N 0.30 -0.19 -0.36
H -0.08 0.04 0.02
H 0.09 0.01 -0.10
H 0.15 0.02 -0.12
H -0.01 -0.05 0.17
H -0.19 0.00 0.17
H 0.12 -0.02 0.00
H 0.08 -0.11 -0.03
H 0.04 0.08 0.04
H -0.10 -0.05 0.05
H -0.09 -0.08 -0.06
H 0.09 -0.01 -0.05
H -0.03 0.04 0.06
H 0.11 -0.06 -0.05
H 0.01 0.06 0.08
H -0.07 -0.09 0.17
O 0.16 -0.13 -0.05
C -0.11 -0.71 -0.40
O -0.18 0.90 0.54
C -0.19 0.14 -0.13
C 0.03 -0.03 0.12
C 0.12 -0.02 -0.03
C 0.02 -0.02 -0.15
C 0.08 -0.05 0.08
C -0.03 -0.01 0.00
S -0.19 0.20 0.41
H 0.02 -0.11 0.03
H 0.05 -0.06 -0.02
H 0.04 0.03 -0.05
H 0.06 0.08 -0.08
C 0.00 0.03 -0.05
C -0.04 0.01 0.01
C 0.02 0.12 -0.05
C -0.05 -0.24 -0.08
C -0.35 0.19 0.03
C 0.17 0.28 -0.06
C -0.06 -0.13 -0.05
S 1.35 1.06 -0.15
O 0.09 -0.47 0.29
O 0.23 -0.41 0.30
O -0.42 -0.51 -0.17
H 0.03 -0.08 0.04
H 0.01 0.02 0.07
H 0.13 -0.03 0.00
H 0.01 -0.12 0.00
H -0.13 -0.16 0.02
H 0.01 0.07 0.05
H 0.08 0.04 0.00
C 0.09 0.01 0.12
N 0.38 -0.01 0.09
C -0.44 0.76 -0.53
N 0.27 0.01 0.03
S -0.49 -0.91 0.09
H -0.02 0.08 0.02
H -0.05 0.11 -0.11
H 0.13 0.08 -0.08
H -0.23 0.17 0.09
H 0.02 0.02 -0.02
H 0.23 0.21 -0.44
S 1.12 -0.40 0.76
C -0.83 0.27 -0.04
N -0.42 0.07 -0.19